C24H36BIN3O22 | ωB97M-V/def2-TZVPD

Structure (ORCA input):
```
! wB97M-V def2-TZVPD RIJCOSX def2/J DEFGRID3
* xyz 1 1
O 0.789 0.529 0.047
C -0.286 0.751 0.488
I -1.850 1.531 -0.748
C -0.596 0.529 1.965
N 0.215 1.520 2.731
C -0.282 1.924 3.940
N -0.803 3.148 4.104
C -1.638 3.744 3.043
C -3.137 3.617 3.363
C -3.605 2.353 4.022
O -3.842 2.720 2.587
N -0.183 1.103 4.990
B 0.413 -0.276 5.020
O -0.109 -1.131 5.963
O 1.385 -0.651 4.176
H -0.297 -0.479 2.243
H -1.662 0.668 2.148
H 0.384 2.350 2.170
H -1.279 3.223 4.997
H -1.448 4.805 2.936
H -1.494 3.279 2.071
H -3.629 4.528 3.680
H -3.046 1.430 3.951
H -4.614 2.343 4.410
H -0.537 1.453 5.870
H -0.047 -0.829 6.876
H 1.162 -1.458 3.662
C -0.688 -4.799 0.220
C -1.701 -3.674 0.304
O -1.283 -2.981 1.498
C 0.018 -3.256 1.700
O 0.697 -2.687 2.510
O 0.452 -4.220 0.891
H -0.423 -5.076 -0.795
H -0.999 -5.688 0.769
H -1.631 -2.982 -0.537
H -2.728 -4.014 0.396
C -0.194 7.486 6.463
C 0.194 8.407 5.324
O -0.426 7.766 4.198
C -1.451 7.024 4.648
O -2.271 6.509 3.946
O -1.434 6.932 5.992
H -0.345 8.000 7.408
H 0.520 6.673 6.605
H -0.226 9.407 5.429
H 1.267 8.482 5.173
C 0.331 -2.856 -3.267
C -1.064 -2.697 -3.836
O -1.257 -3.946 -4.519
C -0.450 -4.868 -3.956
O -0.501 -6.037 -4.157
O 0.425 -4.277 -3.097
H 0.469 -2.353 -2.311
H 1.109 -2.529 -3.960
H -1.836 -2.618 -3.068
H -1.150 -1.864 -4.528
C -5.707 -4.962 -3.013
C -5.639 -5.065 -1.502
O -4.532 -4.202 -1.192
C -4.394 -3.319 -2.207
O -3.665 -2.372 -2.181
O -5.171 -3.651 -3.248
H -6.715 -5.034 -3.409
H -5.070 -5.692 -3.515
H -6.532 -4.674 -1.014
H -5.445 -6.072 -1.145
C 5.534 -2.192 -5.135
C 4.774 -3.486 -5.343
O 3.446 -3.019 -5.612
C 3.535 -1.747 -6.077
O 2.619 -1.140 -6.536
O 4.787 -1.272 -5.940
H 6.566 -2.236 -5.469
H 5.509 -1.850 -4.100
H 5.129 -4.047 -6.209
H 4.777 -4.135 -4.471
C 4.410 2.284 -3.433
C 5.329 3.406 -3.873
O 6.546 2.709 -4.147
C 6.245 1.417 -4.422
O 7.015 0.622 -4.850
O 4.944 1.161 -4.136
H 3.371 2.442 -3.711
H 4.470 2.089 -2.360
H 4.987 3.890 -4.789
H 5.490 4.160 -3.107
*
```

Computed properties:
Energy, eV: -83760.664
Kohn-Sham gap, eV: 9.09
Lowest unoccupied orbital energy, eV: -3.0

How is the electron density shared among the atoms? According to Mulliken, the charges in e are: atom 1 (O): -0.48, atom 2 (C): 0.03, atom 3 (I): 0.07, atom 4 (C): 0.67, atom 5 (N): -0.14, atom 6 (C): -0.19, atom 7 (N): -0.18, atom 8 (C): -0.67, atom 9 (C): 0.25, atom 10 (C): -0.61, atom 11 (O): -0.46, atom 12 (N): 0.03, atom 13 (B): 0.44, atom 14 (O): -0.54, atom 15 (O): -0.49, atom 16 (H): -0.35, atom 17 (H): 0.24, atom 18 (H): 0.51, atom 19 (H): 0.35, atom 20 (H): 0.43, atom 21 (H): 0.03, atom 22 (H): 0.59, atom 23 (H): 0.08, atom 24 (H): 0.43, atom 25 (H): 0.25, atom 26 (H): 0.32, atom 27 (H): 0.58, atom 28 (C): -0.28, atom 29 (C): 0.19, atom 30 (O): -0.34, atom 31 (C): 0.60, atom 32 (O): -0.72, atom 33 (O): -0.37, atom 34 (H): 0.17, atom 35 (H): 0.30, atom 36 (H): -0.02, atom 37 (H): 0.25, atom 38 (C): -0.30, atom 39 (C): -0.30, atom 40 (O): -0.31, atom 41 (C): 0.69, atom 42 (O): -0.56, atom 43 (O): -0.33, atom 44 (H): 0.29, atom 45 (H): 0.24, atom 46 (H): 0.28, atom 47 (H): 0.29, atom 48 (C): 0.03, atom 49 (C): 0.36, atom 50 (O): -0.38, atom 51 (C): 0.76, atom 52 (O): -0.56, atom 53 (O): -0.42, atom 54 (H): 0.20, atom 55 (H): -0.02, atom 56 (H): -0.31, atom 57 (H): 0.38, atom 58 (C): -0.36, atom 59 (C): -0.37, atom 60 (O): -0.27, atom 61 (C): 0.67, atom 62 (O): -0.58, atom 63 (O): -0.30, atom 64 (H): 0.30, atom 65 (H): 0.27, atom 66 (H): 0.28, atom 67 (H): 0.33, atom 68 (C): -0.30, atom 69 (C): -0.30, atom 70 (O): -0.34, atom 71 (C): 0.69, atom 72 (O): -0.56, atom 73 (O): -0.25, atom 74 (H): 0.37, atom 75 (H): 0.19, atom 76 (H): 0.25, atom 77 (H): 0.29, atom 78 (C): -0.32, atom 79 (C): -0.34, atom 80 (O): -0.35, atom 81 (C): 0.60, atom 82 (O): -0.49, atom 83 (O): -0.22, atom 84 (H): 0.29, atom 85 (H): 0.25, atom 86 (H): 0.27, atom 87 (H): 0.30


C2H5N4 | ωB97M-V/def2-TZVPD

Structure (ORCA input):
```
! wB97M-V def2-TZVPD RIJCOSX def2/J DEFGRID3
* xyz 1 3
C -0.704 -1.619 -0.355
C 0.323 0.729 -0.506
N -0.785 -1.882 0.946
N -0.240 -0.731 1.352
N -0.133 -0.391 0.001
N 0.758 1.663 0.280
H -0.983 -2.091 -1.267
H 0.741 1.504 1.287
H 0.322 0.849 -1.587
H -1.129 -2.638 1.518
H 1.110 2.547 -0.064
*
```

Computed properties:
Energy, eV: -8103.288
Kohn-Sham gap (spin up / spin down), eV: 8.24 / 9.23
ΔE to the lowest compared entry with this formula, charge and spin, kJ/mol: 0.0
Lowest unoccupied orbital energy (spin up / spin down), eV: -2.9 / -6.3

How is the electron density shared among the atoms? According to natural (NBO), the charges in e are: atom 1 (C): 0.24, atom 2 (C): 0.25, atom 3 (N): -0.45, atom 4 (N): 0.10, atom 5 (N): -0.24, atom 6 (N): -0.73, atom 7 (H): 0.25, atom 8 (H): 0.43, atom 9 (H): 0.24, atom 10 (H): 0.45, atom 11 (H): 0.44


C17H43BrN2O10P3S | ωB97M-V/def2-TZVPD

Structure (ORCA input):
```
! wB97M-V def2-TZVPD RIJCOSX def2/J DEFGRID3
* xyz 1 1
C 0.982 2.597 -2.408
C 2.041 1.554 -2.019
C 1.358 0.469 -1.177
C 1.061 1.098 0.209
N 2.190 -0.771 -0.917
C 1.279 -1.812 -0.337
P 1.809 -2.421 1.331
S 3.632 -2.017 1.849
C 1.095 -2.995 -1.301
O 0.822 -2.462 -2.573
C 1.983 -1.891 -3.157
C 2.697 -2.807 -4.148
C 2.022 -2.930 -5.527
O 2.303 -4.246 -6.019
C 0.499 -2.794 -5.518
N -0.062 -3.303 -6.769
C 2.932 -1.275 -2.103
Br 4.397 -2.459 -1.583
H 1.428 3.450 -2.909
H 0.391 2.940 -1.562
H 0.310 2.111 -3.118
H 2.835 2.006 -1.424
H 2.434 1.184 -2.965
H 0.408 0.249 -1.656
H 1.679 0.671 1.004
H 1.240 2.166 0.207
H 0.030 0.876 0.474
H 2.899 -0.496 -0.216
H 0.267 -1.437 -0.218
H 1.546 -3.802 1.322
H 0.885 -1.876 2.237
H 1.916 -3.714 -1.276
H 0.203 -3.529 -0.978
H 1.628 -1.032 -3.735
H 3.677 -2.357 -4.317
H 2.835 -3.776 -3.671
H 2.469 -2.252 -6.259
H 3.088 -4.578 -5.582
H 0.075 -3.366 -4.699
H 0.246 -1.735 -5.376
H -1.031 -3.550 -6.621
H -0.085 -2.567 -7.464
H 3.467 -0.491 -2.617
C -5.010 -3.847 1.926
O -3.670 -3.844 2.471
P -3.031 -2.416 2.979
O -1.575 -2.617 2.849
O -3.587 -2.582 4.489
C -3.087 -3.654 5.293
O -3.221 -0.801 3.035
C -4.560 -0.252 3.031
H -5.259 -4.870 1.662
H -5.728 -3.485 2.666
H -5.064 -3.230 1.028
H -2.098 -3.971 4.965
H -3.774 -4.500 5.258
H -3.025 -3.292 6.316
H -5.116 -0.594 3.904
H -5.091 -0.529 2.120
H -4.470 0.829 3.067
C 1.310 4.301 4.082
O 1.034 4.444 2.670
P -0.456 5.060 2.199
O -0.512 4.375 0.878
O 0.149 6.572 2.158
C 1.284 6.841 1.336
O -1.976 5.702 2.195
C -2.457 6.407 3.362
H 2.316 3.904 4.187
H 1.256 5.268 4.587
H 0.610 3.605 4.545
H 1.356 6.131 0.513
H 2.197 6.808 1.931
H 1.161 7.844 0.934
H -1.834 7.276 3.570
H -2.481 5.751 4.232
H -3.469 6.739 3.148
*
```

Computed properties:
Energy, eV: -150518.521
Kohn-Sham gap, eV: 7.86
ΔE to the lowest compared entry with this formula, charge and spin, kJ/mol: 0.0
Lowest unoccupied orbital energy, eV: -3.4

How is the electron density shared among the atoms? According to Mulliken, the charges in e are: atom 1 (C): -1.35, atom 2 (C): -0.43, atom 3 (C): 0.06, atom 4 (C): -1.44, atom 5 (N): -0.16, atom 6 (C): 0.06, atom 7 (P): 0.26, atom 8 (S): -0.31, atom 9 (C): -1.22, atom 10 (O): -0.38, atom 11 (C): 0.63, atom 12 (C): -1.55, atom 13 (C): 0.30, atom 14 (O): -0.55, atom 15 (C): -0.48, atom 16 (N): -0.62, atom 17 (C): -1.38, atom 18 (Br): 0.04, atom 19 (H): 0.41, atom 20 (H): 0.32, atom 21 (H): 0.38, atom 22 (H): 0.40, atom 23 (H): 0.33, atom 24 (H): 0.43, atom 25 (H): 0.23, atom 26 (H): 0.48, atom 27 (H): 0.33, atom 28 (H): 0.67, atom 29 (H): 0.42, atom 30 (H): 0.16, atom 31 (H): 0.09, atom 32 (H): 0.40, atom 33 (H): 0.64, atom 34 (H): 0.45, atom 35 (H): 0.36, atom 36 (H): 0.60, atom 37 (H): 0.22, atom 38 (H): 0.34, atom 39 (H): 0.34, atom 40 (H): 0.29, atom 41 (H): 0.25, atom 42 (H): 0.24, atom 43 (H): 0.74, atom 44 (C): -0.66, atom 45 (O): -0.32, atom 46 (P): 0.96, atom 47 (O): -0.61, atom 48 (O): -0.38, atom 49 (C): -0.63, atom 50 (O): -0.20, atom 51 (C): -0.62, atom 52 (H): 0.25, atom 53 (H): 0.33, atom 54 (H): 0.30, atom 55 (H): 0.29, atom 56 (H): 0.25, atom 57 (H): 0.24, atom 58 (H): 0.28, atom 59 (H): 0.28, atom 60 (H): 0.24, atom 61 (C): -0.74, atom 62 (O): -0.25, atom 63 (P): 0.98, atom 64 (O): -0.59, atom 65 (O): -0.34, atom 66 (C): -0.56, atom 67 (O): -0.28, atom 68 (C): -0.65, atom 69 (H): 0.24, atom 70 (H): 0.33, atom 71 (H): 0.32, atom 72 (H): 0.24, atom 73 (H): 0.22, atom 74 (H): 0.26, atom 75 (H): 0.30, atom 76 (H): 0.27, atom 77 (H): 0.26